<P>
# C11H21N3O3

C11H21N3O3 in the gas phase (ωB97M-V/def2-TZVPD, the Open Molecules 2025 dataset).

Results
E_HOMO, eV: -9.24
Gap between HOMO and LUMO, Eh: 0.365
Structure (SMILES): CC[C@@H](C)[C@@H](NC(=O)CNC(C)=O)C(=O)NC

Each line ends with the Löwdin charge.
Geometry (Å):
O 0.077 4.066 0.286  0.049
O 0.932 0.127 -1.595  0.042
O -2.199 -2.934 -0.991  0.030
C 0.988 3.780 -0.457  -0.514
C -0.096 0.734 -1.358  -0.420
C -1.174 -2.275 -0.804  -0.500
N -0.150 -2.484 -1.603  0.018
N 0.892 2.999 -1.591  0.066
N -1.071 0.279 -0.510  0.139
C 2.419 4.076 0.042  0.023
C -0.224 -3.459 -2.703  -0.048
C -0.319 2.246 -1.821  -0.078
C 0.594 0.853 2.327  -0.088
C -0.992 -2.716 1.993  -0.056
C -0.263 -0.459 2.589  -0.208
C -1.252 -1.064 0.134  -0.157
C -0.407 -1.420 1.384  -0.307
H 0.712 -2.005 -1.288  0.133
H 1.646 2.666 -2.182  0.143
H -1.901 0.837 -0.420  0.134
H 2.319 3.632 1.004  0.072
H 3.124 3.497 -0.509  0.064
H 2.583 5.113 0.081  0.066
H 0.480 -3.080 -3.514  0.101
H -1.235 -3.522 -3.048  0.063
H 0.095 -4.506 -2.307  0.113
H -0.478 2.137 -2.853  0.106
H -1.144 2.622 -1.222  0.113
H 0.889 1.309 3.335  0.102
H 1.343 0.526 1.620  0.059
H -0.107 1.414 1.720  0.041
H -1.288 -2.590 3.080  0.105
H -1.928 -2.973 1.594  0.052
H -0.359 -3.565 1.877  0.076
H 0.361 -0.992 3.167  0.056
H -1.182 -0.010 3.003  0.127
H -2.255 -1.121 0.551  0.149
H 0.570 -1.742 0.990  0.134



<Q>
# C11H21N3O3

C11H21N3O3 in the gas phase (ωB97M-V/def2-TZVPD, the Open Molecules 2025 dataset).

Results
E_HOMO, eV: -8.69
Gap between HOMO and LUMO, Eh: 0.345
Structure (SMILES): NCCCC[C@H](N)C(=O)N1CCC[C@H]1C(=O)O

Each line ends with the Löwdin charge.
Geometry (Å):
C -1.495 -1.787 -0.564  -0.404
C -1.251 -0.795 0.539  -0.375
C -1.251 -1.098 -1.927  -0.134
C 0.127 -0.424 -2.069  -0.212
C 0.250 0.418 -3.370  -0.190
C 1.730 0.988 -3.418  -0.271
C 0.185 0.350 2.237  -0.158
C 0.191 1.696 1.537  -0.460
C 1.557 -0.085 2.806  -0.111
C 1.619 -1.610 2.540  -0.157
C 0.939 -1.715 1.199  -0.172
H -3.144 -2.844 -1.252  0.110
H -3.458 -1.633 -0.161  0.085
H -0.787 -2.574 -0.534  0.108
H -2.191 -0.495 -2.121  0.141
H -1.236 -2.004 -2.596  0.126
H 1.021 -1.075 -1.984  0.109
H 0.336 0.281 -1.252  0.078
H -0.508 1.237 -3.398  0.122
H 0.118 -0.198 -4.176  0.061
H 2.026 1.228 -4.462  0.099
H 2.398 0.119 -2.991  0.131
H 1.749 2.028 -1.604  0.041
H 1.040 2.751 -2.827  0.037
H -0.563 0.337 3.029  0.157
H 2.305 0.571 2.276  0.137
H 1.714 0.123 3.836  0.098
H 2.692 -2.085 2.447  0.149
H 1.002 -2.138 3.312  0.129
H 0.572 -2.732 0.924  0.133
H 1.526 -1.239 0.319  0.149
H -0.571 3.474 1.619  0.177
N -2.764 -2.343 -0.406  0.046
N 1.835 2.209 -2.616  -0.012
N -0.190 -0.821 1.384  -0.004
O -1.989 0.220 0.609  0.046
O 0.727 1.872 0.439  0.071
O -0.464 2.649 2.203  0.117



Ordering by calculated energy gives the sequence <Q>, <P>, with the first entry being the most stable.



<P>
# C6H8N2

2 unconnected molecules or ions with the total composition C6H8N2 (ωB97M-V/def2-TZVPD, the Open Molecules 2025 dataset).

Results
E_HOMO, eV: -8.58
Gap between HOMO and LUMO, Eh: 0.353
Structure (SMILES): C1=CCCN=C1.C#N

Each line ends with the Löwdin charge.
Geometry (Å):
C 0.973 -0.541 1.303  -0.094
C -0.018 0.366 1.408  -0.128
C 0.965 -0.256 -1.292  -0.245
C -3.155 0.143 -0.641  -0.077
C 1.725 -0.649 -0.035  -0.184
C -0.352 1.100 0.167  -0.261
N 0.106 0.840 -0.985  0.006
N -2.467 -0.538 -0.048  0.082
H 1.367 -1.017 2.253  0.114
H -0.592 0.639 2.341  0.110
H 0.303 -1.008 -1.739  0.115
H -4.000 0.820 -0.986  0.099
H 1.642 0.046 -2.098  0.107
H 2.708 -0.113 0.091  0.123
H 1.888 -1.768 -0.176  0.118
H -1.092 1.937 0.436  0.113



<Q>
# C6H8N2

A molecular structure, C6H8N2 (ωB97M-V/def2-TZVPD, the Open Molecules 2025 dataset).

Results
E_HOMO, eV: -7.85
Gap between HOMO and LUMO, Eh: 0.313

Each line ends with the Löwdin charge.
Geometry (Å):
C -2.267 -0.729 -0.221  -0.127
C -1.167 0.167 -0.199  -0.293
C -1.020 1.582 0.149  -0.130
C 2.261 0.354 -0.182  -0.101
C 1.577 -1.072 0.186  -0.047
C 0.187 -0.400 -0.405  -0.134
H -2.670 -0.686 0.891  0.107
H -3.117 -0.343 -0.597  0.005
H -2.053 -1.974 -0.556  0.173
H -1.805 2.519 0.562  0.181
H 2.955 0.880 0.473  0.105
H 2.902 0.353 -1.080  0.102
H 1.419 -1.021 1.590  0.190
H 1.724 -2.276 -0.035  0.122
N 0.213 1.919 -0.125  0.047
N 0.861 0.726 -0.452  -0.200



Ordering by calculated energy gives the sequence <P>, <Q>, with the first entry being the most stable.



<P>
# C6H8N2

A molecular structure, C6H8N2 (ωB97M-V/def2-TZVPD, the Open Molecules 2025 dataset).

Results
E_HOMO, eV: -8.89
Gap between HOMO and LUMO, Eh: 0.344

Each line ends with the Löwdin charge.
Geometry (Å):
C 1.209 -0.507 -0.177  -0.125
C 0.781 -1.873 0.236  -0.078
C -1.074 0.221 -0.467  -0.296
C -0.711 1.292 0.515  -0.358
C 0.659 1.312 0.032  0.011
C 0.383 0.310 -1.069  -0.216
N -1.979 -0.608 -0.674  0.183
N -1.500 1.976 1.242  0.142
H 2.261 -0.296 -0.016  0.110
H -2.808 -0.448 -0.104  0.070
H -1.077 2.834 1.594  0.048
H 1.352 2.142 0.020  0.119
H 0.521 0.331 -2.145  0.138
H -0.076 -1.828 0.915  0.083
H 1.595 -2.411 0.736  0.078
H 0.466 -2.448 -0.637  0.090



<Q>
# C6H8N2

C6H8N2 in the gas phase (ωB97M-V/def2-TZVPD, the Open Molecules 2025 dataset).

Results
E_HOMO (alpha / beta), eV: -7.12 / -7.12
Gap between HOMO and LUMO (alpha / beta), Eh: 0.291 / 0.291
Structure (SMILES): C[C@H]1Cc2nc[nH]c21

Each line ends with the Löwdin charge.
Geometry (Å):
C -2.321 -0.555 -0.358  -0.179
C -1.028 1.088 0.154  -0.110
C -0.383 -0.524 0.868  -0.046
C 0.386 1.572 0.182  -0.129
C 0.948 0.198 0.615  -0.353
C 1.758 -0.502 -0.469  -0.076
N -2.069 0.742 -0.509  0.061
N -1.321 -1.251 0.289  0.012
H -3.246 -1.020 -0.643  0.104
H 0.736 1.913 -0.795  0.111
H 0.550 2.369 0.910  0.105
H 1.539 0.246 1.537  0.121
H 1.180 -0.576 -1.388  0.083
H 2.032 -1.506 -0.149  0.076
H 2.670 0.056 -0.671  0.075
H -1.432 -2.249 0.427  0.145



<R>
# C6H8N2

C6H8N2 in the gas phase (ωB97M-V/def2-TZVPD, the Open Molecules 2025 dataset).

Results
E_HOMO, eV: -8.62
Gap between HOMO and LUMO, Eh: 0.350
Structure (SMILES): C1=C[C@H]2CN2N=CC1

Each line ends with the Löwdin charge.
Geometry (Å):
C -0.070 1.450 1.222  -0.148
C -1.146 0.967 0.213  -0.166
C -1.216 -0.076 -0.583  -0.134
C -0.478 -1.340 -0.407  -0.251
C 0.653 -1.635 -1.374  -0.084
C 1.406 0.870 0.833  -0.163
H 0.215 2.689 1.356  0.161
H -0.400 0.985 2.201  0.105
H -2.133 1.722 0.094  0.146
H -2.365 -0.068 -0.889  0.135
H -1.086 -2.245 -0.045  0.162
H 0.951 -2.638 -1.493  0.070
H 0.939 -1.026 -2.321  0.147
H 2.098 1.755 0.961  0.099
N 0.911 -1.241 0.019  -0.099
N 1.720 -0.168 0.216  0.019



<S>
# C6H8N2

2 unconnected molecules or ions with the total composition C6H8N2 (ωB97M-V/def2-TZVPD, the Open Molecules 2025 dataset).

Results
E_HOMO (alpha / beta), eV: -6.94 / -6.94
Gap between HOMO and LUMO (alpha / beta), Eh: 0.280 / 0.280

Each line ends with the Löwdin charge.
Geometry (Å):
C 1.658 -0.667 -0.710  -0.329
C -0.257 2.153 0.475  -0.003
C -2.441 -2.070 -0.055  -0.080
C -0.850 1.393 -0.401  -0.200
C -1.206 0.080 -0.342  -0.068
C 2.382 -0.252 0.490  -0.081
N 1.036 -1.011 -1.588  0.151
N -1.803 -0.933 -0.143  -0.012
H -0.390 3.164 0.165  0.056
H 0.204 1.942 1.323  0.002
H -2.139 -2.745 0.798  0.060
H -2.611 -2.515 -1.061  0.058
H -1.203 1.841 -1.376  0.145
H 3.478 0.127 0.203  0.124
H 2.447 -1.094 1.278  0.103
H 1.694 0.587 0.943  0.076



Ordering by calculated energy gives the sequence <P>, <Q>, <S>, <R>, with the first entry being the most stable.



<P>
# C6H8N2

A molecular structure, C6H8N2 (ωB97M-V/def2-TZVPD, the Open Molecules 2025 dataset).

Results
E_HOMO, eV: -8.80
Gap between HOMO and LUMO, Eh: 0.330

Each line ends with the Löwdin charge.
Geometry (Å):
C 2.159 -0.412 -0.112  -0.174
C -0.001 0.352 0.464  -0.362
C -1.815 0.225 -1.247  -0.262
C -1.305 -0.518 -2.307  -0.040
C 0.384 0.643 1.992  -0.063
C 0.479 0.692 3.237  0.080
H 3.099 -0.466 -0.986  0.128
H 1.788 -1.593 0.148  0.133
H 2.359 0.335 0.842  0.095
H -2.157 0.605 0.872  0.252
H -2.991 0.252 -1.149  0.107
H -0.340 -0.944 -2.388  -0.003
H -2.237 -0.928 -3.099  0.122
H 0.922 0.637 4.284  0.063
N 0.893 0.167 -0.490  -0.054
N -1.237 0.952 -0.062  -0.024



<Q>
# C6H8N2

C6H8N2 in the gas phase (ωB97M-V/def2-TZVPD, the Open Molecules 2025 dataset).

Results
E_HOMO (alpha / beta), eV: -7.53 / -7.52
Gap between HOMO and LUMO (alpha / beta), Eh: 0.256 / 0.256

Each line ends with the Löwdin charge.
Geometry (Å):
C -0.834 0.039 1.447  -0.092
C 1.287 0.133 0.012  -0.536
C -1.152 0.128 -0.007  -0.258
N 2.493 -0.489 -0.428  0.086
C 0.339 0.888 -0.795  -0.227
C 0.248 -0.664 0.705  0.039
C -2.276 -0.169 -0.667  0.076
N 1.000 1.599 0.119  0.116
H 2.712 -0.233 -1.383  0.075
H 3.275 -0.204 0.152  0.076
H 0.200 0.851 -1.869  0.144
H -0.542 0.967 1.923  0.115
H -1.498 -0.584 2.038  0.118
H 0.270 -1.750 0.668  0.141
H -2.290 -0.225 -1.752  0.061
H -3.232 -0.286 -0.164  0.065



Ordering by calculated energy gives the sequence <Q>, <P>, with the first entry being the most stable.